# C4H9N3S

2 unconnected molecules or ions with the total composition C4H9N3S (ωB97M-V with the def2-TZVPD basis set, the OMol25 dataset).

```
17
Properties=species:S:1:pos:R:3:lowdin_charge:R:1
C 2.7440 0.2189 0.9672 -0.602
C 0.7931 1.2333 -0.2609 -0.119
C -1.3009 -0.6279 -1.3243 0.107
C -1.2506 -0.4617 -0.0232 -0.167
N 1.5792 0.6942 0.4250 0.164
N 0.1795 2.2149 -0.7631 0.267
N -1.3753 -1.6290 0.8868 0.255
S 3.9561 -0.8001 0.4300 0.859
H 2.9534 0.8301 1.8246 0.072
H -1.3407 -1.7198 -1.7907 0.165
H -1.2138 0.1668 -1.9730 0.054
H -1.3247 0.5590 0.3421 0.119
H -0.7354 2.0464 -1.1371 0.133
H 0.5482 3.1364 -0.7667 0.170
H -0.6172 -1.9285 1.5190 0.199
H -1.4213 -2.3498 0.1843 0.157
H -2.1736 -1.5833 1.4598 0.165
```

ΔE to the lowest compared entry with this formula, charge and spin: 302.78 kJ/mol
HOMO level: -16.6 eV
calculated total energy: -19578.04918 eV
lowest unoccupied orbital energy: -9.429 eV
Kohn-Sham gap: 7.20 eV
total charge: +2

---

# C4H7NO

A single C4H7NO molecule (ωB97M-V with the def2-TZVPD basis set, the OMol25 dataset).

```
13
Properties=species:S:1:pos:R:3:lowdin_charge:R:1
C -0.2996 1.8020 0.3679 -0.071
C -0.3282 0.4815 -0.3461 -0.274
O 0.8368 -0.1776 -0.2831 -0.101
C 0.7549 -1.5451 -0.5865 -0.214
C -0.4708 -2.1237 0.1485 -0.125
N -1.3308 -1.2881 0.4386 0.100
H 0.3780 2.5067 -0.1346 0.081
H -1.2940 2.2601 0.3857 0.076
H 0.0556 1.6790 1.3962 0.084
H -0.8297 0.4513 -1.3215 0.127
H -1.7278 -0.4106 0.7397 0.089
H 1.6975 -2.0094 -0.2958 0.112
H 0.5658 -1.7159 -1.6561 0.117
```

ΔE to the lowest compared entry with this formula, charge and spin: 500.09 kJ/mol
HOMO level (spin up / spin down): -7.3 / -7.3 eV
calculated total energy: -7794.46128 eV
lowest unoccupied orbital energy (spin up / spin down): 0.894 / 0.897 eV
Kohn-Sham gap (spin up / spin down): 8.19 / 8.19 eV

---

# C28H23N3OS3Tc

A molecular structure, C28H23N3OS3Tc (ωB97M-V with the def2-TZVPD basis set, the OMol25 dataset).

```
59
Properties=species:S:1:pos:R:3:lowdin_spin:R:1
Tc 0.0969 0.0018 0.1363 0.882
C -0.3879 -1.1255 2.1639 -0.011
C -1.1629 0.0637 2.0928 -0.002
C -0.2653 1.1612 2.1824 -0.011
C 1.0483 0.6572 2.2427 0.001
C 0.9724 -0.7655 2.2322 -0.003
H -0.7930 -2.1166 2.2865 0.000
H -2.2328 0.1203 2.2129 0.003
H -0.5599 2.1878 2.3208 0.000
H 1.9436 1.2324 2.4091 0.002
H 1.8013 -1.4339 2.3944 0.002
N -1.7129 -0.0003 -2.6367 0.009
C -1.4388 1.2647 -2.1877 0.006
C -1.9019 2.3217 -2.9874 0.000
C -1.6108 3.6190 -2.6449 0.004
C -0.8652 3.8484 -1.4887 0.002
C -0.4686 2.7691 -0.7400 0.000
N -0.7377 1.4887 -1.0659 -0.002
C -1.4334 -1.2641 -2.1876 0.006
C -1.8709 -2.3222 -2.9998 0.000
C -1.6108 -3.6204 -2.6359 0.004
C -0.9206 -3.8503 -1.4464 0.002
C -0.5292 -2.7688 -0.6976 0.000
N -0.7642 -1.4875 -1.0459 -0.001
H -2.2124 -0.0004 -3.5190 0.000
H -2.4702 2.0955 -3.8744 0.000
H -1.9269 4.4351 -3.2714 0.000
H -0.6066 4.8460 -1.1754 0.000
H 0.1166 2.9240 0.1536 0.000
H -2.4036 -2.0960 -3.9091 0.000
H -1.9119 -4.4380 -3.2677 0.000
H -0.6921 -4.8482 -1.1123 0.000
H 0.0278 -2.9258 0.2129 0.000
O 1.6149 -0.0224 -1.0953 0.094
C 2.5522 -0.0016 -2.1108 0.008
C 2.1756 -0.9150 -3.2623 0.007
C 2.2289 -0.6777 -4.6061 0.000
C 1.8399 -1.7985 -5.3712 0.000
C 1.5077 -2.8709 -4.6010 -0.001
S 1.6885 -2.5515 -2.9268 0.000
C 2.7417 1.4081 -2.6306 -0.004
C 3.8488 2.2018 -2.5790 -0.001
C 3.6336 3.4747 -3.1524 0.000
C 2.3672 3.6349 -3.6206 -0.001
S 1.4098 2.2301 -3.3957 0.001
C 3.8407 -0.5095 -1.5021 0.004
C 4.8407 -1.2787 -2.0316 0.001
C 5.8477 -1.5542 -1.0900 0.000
C 5.5891 -1.0102 0.1407 0.000
S 4.1141 -0.1496 0.1782 -0.001
H 2.5573 0.2455 -5.0491 0.000
H 1.8169 -1.8029 -6.4467 0.000
H 1.2099 -3.8481 -4.9249 0.000
H 4.7978 1.8922 -2.1785 0.000
H 4.3919 4.2340 -3.2119 0.000
H 1.9480 4.4863 -4.1182 0.000
H 4.8734 -1.6236 -3.0499 0.000
H 6.7260 -2.1329 -1.3108 0.000
H 6.2102 -1.0523 1.0133 0.000
```

HOMO level (spin up / spin down): -13.4 / -13.4 eV
calculated total energy: -70615.90647 eV
lowest unoccupied orbital energy (spin up / spin down): -8.636 / -8.118 eV
2S+1: 2
Kohn-Sham gap (spin up / spin down): 4.81 / 5.32 eV
total charge: +2

---

# C27H35BrN6PbS2

A molecular structure, C27H35BrN6PbS2 (ωB97M-V with the def2-TZVPD basis set, the OMol25 dataset).

```
72
Properties=species:S:1:pos:R:3:lowdin_charge:R:1
Pb -0.1823 -0.2501 0.4407 1.140
N 0.2099 2.1943 -0.2409 -0.078
C 1.5501 2.7062 0.1147 -0.221
C 2.6155 1.6385 -0.1240 -0.191
N 2.3551 0.3754 0.6020 -0.157
C 2.8551 0.3325 1.9972 -0.191
C 1.8618 0.8316 3.0457 -0.235
N 0.6152 0.0422 3.0113 -0.078
H -0.5084 2.8032 0.1399 0.099
H 0.0952 2.2149 -1.2514 0.072
H 1.8112 3.5887 -0.4727 0.131
H 1.5420 3.0056 1.1595 0.104
H 2.6379 1.4023 -1.1901 0.127
H 3.5893 2.0542 0.1510 0.130
H 2.8268 -0.3648 0.0923 0.116
H 3.1053 -0.7051 2.2297 0.118
H 3.7742 0.9183 2.0937 0.130
H 2.3492 0.7857 4.0223 0.128
H 1.6027 1.8704 2.8564 0.101
H 0.7797 -0.8709 3.4273 0.079
H -0.0888 0.4904 3.5908 0.092
S -0.3231 -0.5617 -2.3670 0.636
C -1.7900 -1.3612 -2.6140 -0.661
N -2.0692 -1.9827 -3.7497 -0.065
C -3.3661 -2.6408 -3.9006 -0.083
C -3.7381 -3.3346 -2.6136 -0.097
N -3.7335 -2.3547 -1.5328 -0.083
C -4.6358 -2.5882 -0.3914 -0.098
C -3.9052 -3.2498 0.7632 -0.213
C -3.4369 -4.5539 0.6307 -0.053
C -2.7614 -5.1691 1.6736 -0.086
C -2.5446 -4.4856 2.8610 -0.064
C -3.0204 -3.1900 3.0044 -0.064
C -3.6964 -2.5732 1.9606 -0.053
C -2.8431 -1.3646 -1.5375 -0.689
S -2.8982 -0.1234 -0.4075 0.647
C -1.1603 -2.1024 -4.9151 -0.092
C -0.3841 -3.4074 -4.9379 -0.208
C -0.9115 -4.5182 -5.5903 -0.046
C -0.2277 -5.7262 -5.5932 -0.061
C 0.9945 -5.8344 -4.9469 -0.066
C 1.5408 -4.7246 -4.3199 -0.068
C 0.8551 -3.5189 -4.3094 -0.047
H -3.2924 -3.3691 -4.7034 0.126
H -4.1289 -1.9037 -4.1660 0.155
H -3.0409 -4.1537 -2.4052 0.132
H -4.7382 -3.7550 -2.6962 0.144
H -5.4442 -3.2272 -0.7424 0.137
H -5.0558 -1.6353 -0.0759 0.105
H -3.6273 -5.1086 -0.2821 0.116
H -2.4262 -6.1931 1.5676 0.115
H -2.0374 -4.9725 3.6838 0.115
H -2.8852 -2.6619 3.9401 0.111
H -4.0883 -1.5725 2.0846 0.105
H -0.4910 -1.2472 -4.9333 0.102
H -1.8015 -2.0486 -5.7937 0.138
H -1.8436 -4.4400 -6.1393 0.113
H -0.6402 -6.5753 -6.1218 0.114
H 1.5327 -6.7735 -4.9584 0.114
H 2.5127 -4.7884 -3.8468 0.110
H 1.3061 -2.6516 -3.8507 0.088
Br 2.5541 -5.2490 2.9864 0.811
C 1.3173 -4.7302 1.6587 -0.661
C 0.6459 -5.6648 0.8860 -0.076
C -0.2508 -5.2005 -0.0602 -0.051
C -0.4344 -3.8367 -0.2027 -0.141
N 0.2111 -2.9360 0.5366 -0.036
C 1.0710 -3.3838 1.4525 -0.201
H 0.8237 -6.7232 1.0205 0.123
H -0.7926 -5.8921 -0.6908 0.124
H -1.1206 -3.4487 -0.9378 0.087
H 1.5902 -2.6428 2.0500 0.078
```

ΔE to the lowest compared entry with this formula, charge and spin: 0.00 kJ/mol
HOMO level: -13.6 eV
calculated total energy: -134456.86841 eV
lowest unoccupied orbital energy: -6.405 eV
Kohn-Sham gap: 7.19 eV
total charge: +2

---

# C32H96N20O18

14 unconnected molecules or ions with the total composition C32H96N20O18 (ωB97M-V with the def2-TZVPD basis set, the OMol25 dataset).

```
166
Properties=species:S:1:pos:R:3:lowdin_charge:R:1
C -16.6058 -3.1352 -4.0369 -0.761
O -17.6092 -2.4229 -4.1185 0.009
N -16.0784 -3.6069 -2.9073 0.187
N -15.9522 -3.4970 -5.0942 0.174
H -16.4400 -3.3650 -1.9958 0.072
H -15.3722 -4.3279 -2.9448 0.110
H -15.0428 -3.9328 -5.1503 0.120
H -16.4338 -3.0732 -5.8743 0.118
C -25.4898 -5.2785 0.1483 -0.837
O -26.3917 -5.9191 0.6166 0.034
N -24.3030 -5.2984 0.6370 0.179
N -25.5894 -4.5000 -0.8925 0.175
H -24.2373 -5.9310 1.4215 0.059
H -23.5489 -4.6883 0.3555 0.074
H -24.6991 -4.1371 -1.2018 0.105
H -26.4959 -4.4989 -1.3379 0.122
C -18.9858 -8.2303 2.2515 -0.759
O -18.0298 -8.7210 1.6386 -0.009
N -19.0738 -8.3631 3.5363 0.172
N -19.9907 -7.6206 1.6842 0.201
H -18.3543 -8.9807 3.8841 0.121
H -19.8376 -7.9572 4.0578 0.076
H -19.8748 -7.5869 0.6814 0.065
H -20.7527 -7.3332 2.2816 0.079
C -18.4284 -7.1587 -1.7075 -0.652
O -19.4741 -7.0457 -1.0290 -0.042
N -17.3912 -7.8060 -1.2395 0.184
N -18.2115 -6.6857 -2.9327 0.204
H -17.5496 -8.2560 -0.3493 0.080
H -16.4585 -7.6495 -1.5940 0.114
H -17.3997 -7.1516 -3.3123 0.115
H -18.8626 -6.0363 -3.3503 0.079
C -21.2002 -6.0291 5.2633 -0.712
O -21.3761 -6.5722 4.1712 -0.019
N -20.6869 -4.8615 5.5201 0.199
N -21.5902 -6.5941 6.3607 0.190
H -20.5206 -4.3454 4.6680 0.098
H -20.7944 -4.5619 6.4786 0.135
H -21.5438 -6.0390 7.2032 0.117
H -21.9823 -7.5214 6.4405 0.136
C -19.1629 -4.1628 -7.9632 -0.779
O -19.2186 -3.7131 -9.1029 0.014
N -19.0401 -5.4397 -7.6391 0.171
N -19.2219 -3.4401 -6.9098 0.182
H -18.9864 -6.0813 -8.4173 0.092
H -18.9784 -5.7064 -6.6669 0.073
H -19.0538 -2.4598 -7.0854 0.130
H -19.3522 -3.7642 -5.9621 0.077
C -22.5926 -8.2242 -2.1026 -0.834
O -21.9902 -8.6669 -2.9836 0.086
N -23.8328 -8.5224 -1.8603 0.176
N -22.1498 -7.4146 -1.2026 0.197
H -24.1193 -9.3417 -2.3769 0.118
H -24.4530 -8.1564 -1.1522 0.112
H -22.6045 -7.2552 -0.3149 0.101
H -21.1856 -7.1199 -1.2626 0.047
C -21.6502 -8.5263 -8.6911 -0.865
O -22.5593 -8.0912 -8.0459 0.056
N -20.6635 -7.8425 -9.1495 0.172
N -21.5028 -9.7523 -8.9109 0.177
H -20.0942 -8.2980 -9.8484 0.114
H -20.7398 -6.8372 -9.0888 0.111
H -20.8041 -9.9795 -9.6039 0.114
H -22.1860 -10.4381 -8.6228 0.135
C -21.0036 -4.3541 1.0548 -0.082
O -21.8444 -3.5396 0.2323 -0.239
C -21.2867 -2.3456 -0.3484 -0.159
C -20.0647 -2.5258 -1.3087 -0.196
N -20.3697 -2.8545 -2.7107 -0.047
C -21.0034 -4.2207 -2.7804 -0.138
C -21.1597 -4.4292 -4.3073 -0.167
O -20.1757 -5.3033 -4.8567 -0.272
C -20.6030 -6.5681 -5.3391 -0.104
H -20.3249 -4.8947 0.3951 0.068
H -21.6204 -4.9736 1.7059 0.075
H -20.2786 -3.7872 1.6387 0.072
H -20.9874 -1.6416 0.4280 0.103
H -22.0525 -1.7480 -0.8429 0.105
H -19.2298 -3.1331 -0.9592 0.084
H -19.5387 -1.5721 -1.3522 0.098
H -19.4981 -2.8887 -3.2200 0.056
H -21.9300 -4.2010 -2.2067 0.103
H -20.3623 -4.9086 -2.2291 0.092
H -21.4251 -3.5355 -4.8719 0.131
H -22.0630 -5.0286 -4.4205 0.113
H -21.3393 -6.4139 -6.1278 0.095
H -21.2303 -7.0665 -4.6000 0.070
H -19.8554 -7.3534 -5.4506 0.099
C -15.6819 3.2083 -5.1290 -0.145
O -16.9966 3.0272 -5.4846 -0.162
C -17.8622 3.9060 -4.8050 -0.240
C -19.3437 3.6051 -4.8366 -0.206
N -19.7354 2.4174 -4.1392 -0.064
C -19.2366 2.2355 -2.7939 -0.203
C -20.2493 1.3111 -2.1260 -0.188
O -21.5457 1.9087 -2.4198 -0.208
C -22.5135 1.2767 -1.6172 -0.112
H -15.1271 2.3886 -5.5855 0.088
H -15.5892 3.1480 -4.0446 0.085
H -15.2803 4.1099 -5.5916 0.092
H -17.7357 4.9082 -5.2144 0.122
H -17.6036 3.9991 -3.7502 0.107
H -19.6443 3.4616 -5.8745 0.123
H -19.8464 4.4649 -4.3938 0.120
H -20.7281 2.4372 -3.9542 0.086
H -19.3419 3.1582 -2.2232 0.117
H -18.2074 1.8771 -2.8133 0.117
H -20.1401 1.1258 -1.0575 0.115
H -20.2038 0.3442 -2.6271 0.115
H -23.4746 1.6862 -1.9281 0.093
H -22.3214 1.4931 -0.5663 0.087
H -22.6080 0.1968 -1.7312 0.072
C -18.0794 -2.5748 4.3424 -0.068
O -19.4927 -2.6872 4.0474 -0.242
C -20.2357 -1.5178 4.3647 -0.205
C -21.6641 -1.6536 3.7456 -0.198
N -22.5239 -2.5114 4.5667 -0.049
C -23.7317 -2.8505 3.7890 -0.154
C -24.6985 -3.8998 4.4596 -0.217
O -25.5804 -3.1265 5.2214 -0.162
C -26.4893 -3.9367 5.8718 -0.140
H -17.6186 -3.5586 4.4317 0.090
H -17.9449 -2.1824 5.3504 0.087
H -17.6222 -1.9594 3.5676 0.077
H -19.8552 -0.6205 3.8766 0.116
H -20.3311 -1.2392 5.4141 0.122
H -21.5409 -2.0526 2.7387 0.087
H -22.1243 -0.6784 3.5867 0.122
H -22.0188 -3.3659 4.7534 0.049
H -23.2778 -3.3752 2.9482 0.092
H -24.3265 -2.0060 3.4411 0.129
H -24.1205 -4.6840 4.9485 0.105
H -25.1945 -4.4510 3.6608 0.111
H -26.0247 -4.4768 6.6967 0.084
H -27.0625 -4.5710 5.1956 0.095
H -27.1945 -3.3340 6.4441 0.087
C -12.7865 2.7445 -3.0267 -0.120
O -13.8263 1.8180 -2.8267 -0.207
C -13.6055 0.5627 -3.4829 -0.208
C -14.9561 -0.1634 -3.4398 -0.197
N -15.6240 -0.2587 -2.1336 -0.029
C -14.8178 -1.0512 -1.1634 -0.190
C -15.4537 -1.6361 0.1214 -0.205
O -16.3703 -2.6197 -0.2879 -0.233
C -17.2193 -3.0382 0.7781 -0.091
H -11.8067 2.2817 -2.9092 0.086
H -12.7893 3.5779 -2.3243 0.085
H -12.9176 3.2637 -3.9761 0.079
H -12.7602 0.0965 -2.9768 0.113
H -13.3602 0.5942 -4.5445 0.119
H -14.8808 -1.1202 -3.9566 0.097
H -15.6565 0.4443 -4.0128 0.114
H -16.5914 -0.5446 -2.1832 0.094
H -13.9110 -0.5198 -0.8746 0.111
H -14.3928 -1.9065 -1.6886 0.097
H -15.9008 -0.8493 0.7290 0.123
H -14.6666 -2.0657 0.7411 0.122
H -16.6331 -3.3553 1.6407 0.088
H -17.8032 -3.9016 0.4594 0.083
H -17.9004 -2.2354 1.0605 0.087
O -20.5727 -10.3348 -4.6276 -0.075
H -20.5648 -9.6459 -3.9630 -0.016
H -21.4354 -10.2639 -5.0364 0.021
O -23.6825 -6.8118 2.9370 -0.051
H -22.8393 -6.8433 3.3890 -0.026
H -24.3318 -6.9139 3.6329 0.052
```

HOMO level: -8.3 eV
calculated total energy: -101396.59472 eV
lowest unoccupied orbital energy: -0.164 eV
Kohn-Sham gap: 8.11 eV

---

# C18H33N3PdS4Si

A molecular structure, C18H33N3PdS4Si (ωB97M-V with the def2-TZVPD basis set, the OMol25 dataset).

```
60
Properties=species:S:1:pos:R:3:lowdin_charge:R:1
Pd 0.4874 1.5295 0.5802 0.163
S 4.5627 2.7151 2.6358 0.243
C 3.0290 2.2244 2.1107 -1.827
S 2.7818 1.9149 0.4021 0.407
S 1.6182 2.1416 3.0922 0.338
C -2.5701 -2.2206 0.6125 -0.070
N -2.5325 -0.8369 0.1809 -0.021
C -2.2492 0.1627 0.9943 -0.865
N -2.2235 -0.0867 2.3229 0.106
S -2.0057 1.7369 0.4030 0.654
H -2.9427 -2.8275 -0.2086 0.085
H -3.2412 -2.3248 1.4673 0.081
H -1.5699 -2.5698 0.8729 0.064
H -2.2574 -0.6579 -0.7823 0.096
H -1.8188 -0.9734 2.5876 0.065
H -1.8056 0.6839 2.8232 0.085
C -0.6433 4.0729 -1.4642 -0.272
Si 0.3821 3.7731 0.1108 0.266
C -0.5110 4.7086 1.4828 -0.263
C 1.8997 4.8326 -0.2120 -0.287
H -0.7416 5.1592 -1.6132 0.011
H -1.6489 3.6396 -1.4214 -0.036
H -0.1400 3.6529 -2.3435 0.012
H -0.7387 5.7308 1.1448 0.014
H 0.1332 4.7546 2.3649 -0.001
H -1.4433 4.2139 1.7690 -0.018
H 1.5605 5.8541 -0.4485 0.016
H 2.4947 4.4497 -1.0454 0.004
H 2.5540 4.8666 0.6653 0.015
C -1.0804 -4.4990 -2.7187 -0.080
C -0.7894 -3.0606 -2.3502 -0.332
C -1.2390 -2.0337 -3.1714 -0.080
C -0.8936 -0.7161 -2.8213 -0.319
C -1.2780 0.4417 -3.7117 -0.061
C -0.1937 -0.4680 -1.6662 -0.071
C 0.1793 -1.4735 -0.6982 -0.324
C -0.0818 -2.8099 -1.1774 -0.048
N 0.6383 -1.0193 0.4798 0.039
C 1.4244 -1.7964 1.4694 -0.614
C 1.4311 -3.3382 1.4297 -0.091
C 0.9538 -1.4291 2.8812 -0.093
C 2.8927 -1.3626 1.3480 -0.079
H -1.5650 -4.5654 -3.6960 0.059
H -1.7390 -4.9769 -1.9852 0.064
H -0.1590 -5.0891 -2.7562 0.069
H -1.7886 -2.2460 -4.0848 0.084
H -1.8164 0.0969 -4.5990 0.059
H -0.3929 0.9915 -4.0412 0.075
H -1.9104 1.1552 -3.1760 0.068
H 0.1022 0.5455 -1.4092 0.053
H 0.2103 -3.6777 -0.6161 0.067
H 0.4294 -3.7734 1.4820 0.060
H 1.9851 -3.6849 2.3087 0.070
H 1.9423 -3.7271 0.5479 0.070
H 0.0513 -2.0000 3.1484 0.060
H 0.7754 -0.3593 2.9471 -0.011
H 1.7226 -1.6858 3.6197 0.081
H 3.2182 -1.4514 0.3097 0.080
H 3.5371 -1.9874 1.9810 0.075
H 3.0142 -0.3206 1.6419 0.008
```

ΔE to the lowest compared entry with this formula, charge and spin: 6.41 kJ/mol
HOMO level: -0.2 eV
calculated total energy: -78373.44280 eV
lowest unoccupied orbital energy: 4.473 eV
Kohn-Sham gap: 4.68 eV
total charge: -2

---

no.,strongest force on any atom (eV Å⁻¹)
1,4.91
2,0.59
3,4.86
4,0.93
5,7.86
6,0.63